[1]
Molecular formula: C24H23N6O5RhS
Method: DFT, ωB97M-V with the def2-TZVPD basis set

Positions of all 60 atoms, in Å:
Rh 0.341 0.196 -0.850
C -3.656 2.177 4.693
C -3.393 1.718 3.286
C -2.220 2.068 2.625
C -1.982 1.664 1.319
C -2.944 0.910 0.670
C -4.123 0.542 1.303
C -4.337 0.946 2.607
S -2.618 0.369 -0.997
O -2.905 -2.255 -0.556
O -3.806 1.358 -1.721
N -1.350 0.888 -1.694
C -1.180 2.243 -2.232
C 0.206 2.843 -1.847
O 0.460 3.960 -2.264
O 0.964 2.116 -1.092
H -2.739 2.514 5.177
H -4.088 1.378 5.296
H -4.361 3.010 4.701
H -1.474 2.664 3.137
H -1.050 1.906 0.819
H -4.860 -0.049 0.776
H -5.256 0.663 3.108
H -1.952 2.931 -1.881
H -1.249 2.203 -3.318
C 3.348 -1.130 1.920
C 4.554 -0.702 1.386
C 4.544 -0.075 0.155
C 3.339 0.114 -0.517
N 2.171 -0.291 0.007
C 2.192 -0.900 1.201
C 3.318 0.769 -1.849
C 4.030 1.945 -2.055
C 3.943 2.560 -3.289
C 3.171 1.967 -4.271
C 2.519 0.781 -3.974
N 2.572 0.180 -2.787
H 3.295 -1.619 2.883
H 5.485 -0.857 1.916
H 5.464 0.255 -0.306
H 1.221 -1.180 1.589
H 4.586 2.400 -1.248
H 4.449 3.498 -3.471
H 3.057 2.418 -5.247
H 1.902 0.294 -4.721
O -4.023 -0.125 -1.550
C -2.039 -1.399 -0.618
N -0.716 -1.495 -0.464
C -1.565 -3.503 1.678
C -0.587 -3.684 0.587
N -0.248 -2.789 -0.332
C 0.763 -3.275 -1.134
C 1.029 -4.527 -0.704
N 0.181 -4.764 0.360
H -1.528 -2.467 2.019
H -1.333 -4.168 2.509
H -2.574 -3.683 1.309
H 1.182 -2.646 -1.903
H 1.736 -5.258 -1.048
H 0.136 -5.608 0.904

Results
- ΔE to the lowest compared entry with this formula, charge and spin: 8.724 eV
- Gap between HOMO and LUMO: 0.2182 Eh

***

[2]
Molecular formula: C24H23O7P3Rh
Method: DFT, ωB97M-V with the def2-TZVPD basis set

Positions of all 58 atoms, in Å:
Rh 0.322 1.390 -0.227
C -5.249 -0.283 -0.642
C -5.039 0.076 0.681
C -3.750 0.188 1.179
C -2.661 -0.060 0.337
C -2.881 -0.438 -0.991
C -4.172 -0.547 -1.477
P -0.975 0.048 0.935
C -1.045 0.737 2.586
C -0.489 0.083 3.686
C -0.430 0.725 4.911
C -0.893 2.027 5.040
C -1.425 2.694 3.949
C -1.500 2.055 2.720
C -0.156 -1.534 0.876
C -0.612 -2.702 1.342
C 0.220 -3.900 1.307
C 1.510 -3.791 0.960
C 2.099 -2.516 0.553
C 3.420 -2.331 0.459
C 3.995 -1.021 0.023
C 3.038 0.143 0.121
C 1.718 0.013 0.327
C 1.174 -1.388 0.216
H -6.258 -0.365 -1.023
H -5.879 0.269 1.334
H -3.593 0.458 2.213
H -2.045 -0.661 -1.642
H -4.340 -0.839 -2.505
H -0.117 -0.928 3.581
H -0.015 0.213 5.769
H -0.833 2.523 6.000
H -1.784 3.710 4.051
H -1.937 2.573 1.872
H -1.603 -2.753 1.782
H -0.193 -4.847 1.621
H 2.165 -4.652 1.000
H 4.110 -3.144 0.657
H 4.896 -0.795 0.594
H 3.500 1.092 -0.105
C 2.430 0.711 -4.079
C 1.823 1.247 -2.796
O 2.848 1.863 -2.010
P 0.731 0.051 -1.837
O 4.442 -1.129 -1.339
O -0.214 -0.355 -3.044
O 0.922 -1.420 -1.286
P 0.631 2.723 -3.027
O -0.579 2.125 -3.943
O 1.372 3.777 -3.721
O 0.069 2.990 -1.619
H 3.163 -0.060 -3.844
H 2.946 1.540 -4.561
H 1.685 0.305 -4.762
H 2.735 2.826 -2.000
H 3.829 -1.712 -1.803
H -0.511 0.385 -3.617
H -0.617 2.609 -4.782

Results
- Charge: +1
- Gap between HOMO and LUMO: 0.2898 Eh

***

[3]
Molecular formula: C24H24ClN7O4S
Method: DFT, ωB97M-V with the def2-TZVPD basis set

Positions of all 61 atoms, in Å:
C -2.152 -5.329 -0.052
C -2.964 -4.069 0.109
O -4.089 -3.928 -0.301
N -2.267 -3.104 0.803
C -2.569 -1.759 0.933
C -1.735 -0.961 1.726
C -1.922 0.406 1.792
C -2.946 0.990 1.065
C -3.820 0.204 0.332
C -3.651 -1.165 0.276
H -4.323 -1.782 -0.297
H -4.628 0.689 -0.193
S -2.988 2.760 0.816
O -2.486 3.450 1.966
O -4.261 3.134 0.280
N -1.855 2.973 -0.421
C -0.492 2.847 0.054
C 0.524 3.038 -1.067
H 1.523 2.875 -0.669
H 0.455 4.051 -1.462
C 0.226 2.037 -2.193
C 0.374 0.634 -1.659
N 1.214 0.443 -0.692
C 1.208 -0.803 -0.181
N 1.883 -1.269 0.888
N 1.513 -2.533 1.119
N 0.641 -2.902 0.266
C 0.402 -1.874 -0.584
C -0.482 -1.699 -1.707
O -1.231 -2.477 -2.241
N -0.385 -0.368 -2.178
H -0.999 -0.168 -2.959
C 2.883 -0.595 1.670
C 4.157 -0.478 0.871
C 4.843 -1.636 0.523
C 5.994 -1.582 -0.241
C 6.476 -0.357 -0.671
C 5.806 0.807 -0.338
C 4.649 0.744 0.424
Cl 3.843 2.222 0.819
H 6.173 1.766 -0.669
H 7.374 -0.304 -1.266
H 6.513 -2.492 -0.498
H 4.458 -2.588 0.860
H 2.508 0.394 1.941
H 3.044 -1.198 2.567
H 0.959 2.165 -2.999
C -1.176 2.368 -2.713
C -2.201 2.198 -1.594
H -3.184 2.554 -1.910
H -2.291 1.129 -1.347
H -1.464 1.750 -3.567
H -1.174 3.406 -3.046
H -0.369 3.607 0.826
H -0.326 1.862 0.513
H -1.295 1.028 2.413
H -0.932 -1.426 2.283
H -1.332 -3.367 1.095
H -1.807 -5.693 0.913
H -1.286 -5.106 -0.672
H -2.757 -6.089 -0.536

Results
- SMILES: CC(=O)Nc1ccc(S(=O)(=O)N2CCC(c3nc4c(nnn4Cc4ccccc4Cl)c(=O)[nH]3)CC2)cc1
- Gap between HOMO and LUMO: 0.3262 Eh

***

[4]
Molecular formula: C24H24CrIN4O7
Method: DFT, ωB97M-V with the def2-TZVPD basis set

Positions of all 61 atoms, in Å:
Cr 0.868 0.047 0.854
C -1.818 2.948 2.159
C -0.823 1.842 2.098
N -0.918 0.821 1.267
N -1.902 0.687 0.409
C -2.051 -0.590 -0.007
O -1.584 -1.552 0.627
C -2.790 -0.816 -1.264
C -2.460 -1.967 -1.978
C -3.045 -2.224 -3.202
C -3.984 -1.344 -3.714
C -4.327 -0.207 -3.000
C -3.723 0.071 -1.785
C 0.363 1.795 2.904
C 0.750 2.757 3.835
C 1.883 2.546 4.591
C 2.620 1.377 4.406
C 2.242 0.511 3.402
N 1.153 0.712 2.668
H -2.679 2.683 1.531
H -1.367 3.882 1.778
H -2.151 3.130 3.191
H -1.724 -2.655 -1.544
H -2.757 -3.118 -3.760
H -4.462 -1.553 -4.672
H -5.067 0.488 -3.400
H -3.978 0.970 -1.224
H 0.164 3.673 3.932
H 2.214 3.300 5.306
H 3.500 1.165 5.013
H 2.829 -0.359 3.134
O 2.390 3.539 -0.580
C 1.854 2.451 -0.608
O 1.239 1.895 0.372
C 1.783 1.627 -1.920
C 0.384 0.994 -2.043
C 0.183 0.519 -3.482
C 1.122 -0.701 -3.519
C 1.643 -0.739 -2.072
O 0.523 -0.244 -1.318
C 2.687 0.374 -1.881
C 3.448 0.243 -0.513
O 4.605 0.605 -0.452
O 2.770 -0.297 0.428
H 2.040 2.292 -2.753
H -0.434 1.588 -1.625
H 0.451 1.302 -4.205
H -0.864 0.232 -3.652
H 1.940 -0.588 -4.244
H 0.576 -1.623 -3.762
H 1.940 -1.730 -1.709
H 3.453 0.390 -2.663
N -0.672 -2.664 2.877
C 0.344 -2.834 2.013
O 0.858 -1.900 1.375
C 0.870 -4.221 1.853
I -0.381 -5.220 0.403
H -1.211 -1.807 2.737
H -1.209 -3.481 3.156
H 0.808 -4.806 2.783
H 1.885 -4.218 1.449

Results
- 2S+1: 4
- ΔE to the lowest compared entry with this formula, charge and spin: 0.000 eV
- Gap between HOMO and LUMO (spin up / spin down): 0.2686 / 0.2559 Eh

***

[5]
Molecular formula: C24H24F8O24
Method: DFT, ωB97M-V with the def2-TZVPD basis set

Positions of all 80 atoms, in Å:
C 20.041 0.381 -0.769
C 21.153 -0.536 -0.390
O 22.041 0.372 0.267
C 21.914 1.619 -0.295
O 22.729 2.494 -0.443
O 20.890 1.566 -1.119
F 21.675 -1.110 -1.490
H 19.370 0.461 0.087
H 19.541 0.107 -1.697
H 20.765 -1.267 0.320
C 16.830 3.097 5.995
C 16.727 1.579 5.912
O 17.348 1.221 4.665
C 17.442 2.249 3.897
O 17.947 2.339 2.761
O 17.025 3.305 4.574
F 15.437 1.224 5.881
H 17.691 3.409 6.586
H 15.924 3.503 6.443
H 17.185 1.118 6.787
C 12.336 2.397 1.386
C 12.980 3.698 0.834
O 11.929 4.616 1.030
C 10.777 4.006 1.567
O 9.695 4.440 1.892
O 10.973 2.711 1.525
F 13.364 3.677 -0.449
H 12.590 2.299 2.442
H 12.587 1.563 0.730
H 13.687 4.105 1.557
C 18.210 3.743 0.090
C 16.853 4.440 -0.205
O 17.175 5.800 -0.003
C 18.267 5.869 0.854
O 18.714 6.831 1.412
O 18.895 4.711 0.871
F 15.986 3.960 0.727
H 18.768 3.572 -0.831
H 18.082 2.809 0.639
H 16.419 4.247 -1.186
C 19.814 -6.702 -0.271
C 19.663 -5.531 -1.214
O 20.900 -4.803 -0.967
C 21.438 -5.184 0.242
O 22.477 -4.797 0.685
O 20.669 -6.232 0.763
F 18.619 -4.807 -0.669
H 20.195 -7.544 -0.850
H 18.835 -6.991 0.113
H 19.412 -5.720 -2.258
C 16.116 -4.154 2.058
C 15.880 -5.647 2.127
O 14.498 -5.732 2.485
C 13.903 -4.691 1.981
O 12.712 -4.644 1.711
O 14.795 -3.683 1.705
F 16.661 -5.983 3.144
H 16.931 -3.860 1.397
H 16.505 -3.799 3.012
H 16.218 -6.265 1.294
C 15.960 0.246 1.240
C 15.213 -0.030 -0.035
O 15.816 -1.172 -0.481
C 17.109 -1.226 0.033
O 17.903 -2.108 -0.211
O 17.277 -0.258 0.985
F 15.385 0.929 -0.922
H 15.491 -0.294 2.063
H 15.947 1.305 1.497
H 14.177 -0.266 0.207
C 12.090 -2.843 4.709
C 13.501 -2.496 5.059
O 13.831 -1.526 4.084
C 12.741 -0.927 3.705
O 12.636 -0.017 2.876
O 11.740 -1.589 4.186
F 14.177 -3.628 4.852
H 11.670 -3.032 5.696
H 11.778 -3.697 4.107
H 13.689 -2.135 6.070

Results
- ΔE to the lowest compared entry with this formula, charge and spin: 4.234 eV
- SMILES: O=C1OC[C@@H](F)O1.O=C1OC[C@@H](F)O1.O=C1OC[C@@H](F)O1.O=C1OC[C@@H](F)O1.O=C1OC[C@@H](F)O1.O=C1OC[C@@H](F)O1.O=C1OC[C@@H](F)O1.O=C1OC[C@@H](F)O1
- Gap between HOMO and LUMO: 0.3939 Eh

***

[6]
Molecular formula: C24H24FN6O
Method: DFT, ωB97M-V with the def2-TZVPD basis set

Positions of all 56 atoms, in Å:
O 2.875 -2.541 -1.625
N 1.664 -1.948 -1.522
N 1.656 -0.630 -1.452
C 0.485 -0.057 -1.356
C -0.731 -0.773 -1.325
C -0.682 -2.135 -1.438
C 0.577 -2.712 -1.538
F 0.755 -4.002 -1.642
H 3.232 -2.631 -0.701
H 0.483 1.024 -1.297
H -1.660 -0.224 -1.217
H -1.560 -2.766 -1.430
N 4.516 -3.585 0.422
C 4.846 -2.848 1.487
C 5.884 -3.169 2.344
C 6.620 -4.315 2.086
C 6.288 -5.088 0.985
C 5.233 -4.684 0.185
H 4.251 -1.957 1.659
H 6.109 -2.535 3.189
H 7.439 -4.600 2.732
H 6.834 -5.989 0.747
H 4.945 -5.262 -0.685
N -0.722 0.336 1.708
C -0.431 -0.889 2.131
C -0.828 -1.418 3.346
C -1.593 -0.611 4.181
C -1.919 0.670 3.759
C -1.454 1.089 2.521
H 0.167 -1.489 1.447
H -0.558 -2.426 3.626
H -1.932 -0.978 5.141
H -2.513 1.332 4.373
H -1.694 2.075 2.139
N -3.820 0.734 -1.860
C -4.072 1.933 -2.383
C -5.311 2.551 -2.314
C -6.345 1.891 -1.672
C -6.099 0.643 -1.122
C -4.825 0.112 -1.242
H -3.238 2.418 -2.876
H -5.457 3.527 -2.756
H -7.326 2.341 -1.599
H -6.875 0.091 -0.612
H -4.597 -0.861 -0.820
N -0.893 3.355 -1.417
C -0.626 4.181 -2.428
C 0.247 5.254 -2.332
C 0.882 5.484 -1.122
C 0.614 4.635 -0.060
C -0.279 3.594 -0.257
H -1.138 3.972 -3.361
H 0.425 5.890 -3.188
H 1.571 6.311 -1.009
H 1.085 4.777 0.904
H -0.506 2.904 0.547

Results
- Charge: +1
- Gap between HOMO and LUMO: 0.2854 Eh

***

[7]
Molecular formula: C24H24MoN4S3Si2
Method: DFT, ωB97M-V with the def2-TZVPD basis set

Positions of all 58 atoms, in Å:
Mo -0.124 0.971 0.399
S 2.128 1.417 -0.038
C 2.663 1.207 1.601
C 4.044 0.853 1.758
N 5.139 0.519 1.856
C 1.860 1.409 2.678
S 0.159 1.756 2.527
C 2.362 1.340 4.019
N 2.737 1.295 5.105
C -2.638 0.182 1.009
Si -2.460 1.097 -0.611
C -3.007 0.163 -2.084
C -2.917 2.861 -0.552
C -4.259 3.245 -0.627
C -4.599 4.589 -0.570
C -3.608 5.551 -0.421
C -2.274 5.175 -0.334
C -1.912 3.827 -0.418
Si -0.114 3.395 -0.581
C 0.947 4.572 0.354
C 0.394 3.158 -2.353
H -3.680 0.394 1.284
H -2.065 0.517 1.881
H -2.507 -0.895 0.896
H -4.081 0.349 -2.196
H -2.853 -0.913 -1.989
H -2.524 0.524 -2.993
H -5.048 2.506 -0.730
H -5.637 4.886 -0.642
H -3.875 6.599 -0.377
H -1.517 5.942 -0.211
H 1.031 5.509 -0.207
H 1.958 4.187 0.488
H 0.518 4.796 1.331
H 0.102 4.049 -2.918
H -0.099 2.304 -2.826
H 1.474 3.038 -2.456
S 1.432 -5.018 -1.734
C 0.974 -3.502 -1.097
C 0.486 -2.543 -2.020
C 0.120 -1.313 -1.581
N 0.173 -0.962 -0.262
C 0.650 -1.874 0.627
C 1.060 -3.120 0.257
C 2.131 -5.854 -0.331
C 1.320 -6.403 0.648
C 1.946 -7.047 1.707
N 3.269 -7.169 1.815
C 4.025 -6.661 0.844
C 3.506 -5.988 -0.258
H 0.415 -2.781 -3.073
H -0.215 -0.553 -2.276
H 0.694 -1.564 1.665
H 1.447 -3.796 1.007
H 0.240 -6.352 0.588
H 1.356 -7.488 2.502
H 5.095 -6.792 0.948
H 4.155 -5.592 -1.027

Results
- ΔE to the lowest compared entry with this formula, charge and spin: 0.281 eV
- Charge: +2
- Gap between HOMO and LUMO: 0.2032 Eh

***

[8]
Molecular formula: C24H24N2O3S
Method: DFT, ωB97M-V with the def2-TZVPD basis set

Positions of all 54 atoms, in Å:
C 0.561 -0.086 2.165
C 1.343 -0.468 3.285
C 1.734 0.370 4.187
C 2.458 0.001 5.477
C 2.900 -1.229 5.725
C 2.364 -2.293 4.834
C 1.608 -1.894 3.772
N 1.442 -2.897 2.584
S 2.031 -2.917 1.027
O 2.873 -1.751 0.874
O 2.333 -4.419 0.726
C 0.620 -2.675 -0.021
C 0.757 -1.376 -0.882
C -0.464 -1.323 -1.865
C -1.446 -2.003 -1.760
C -1.772 -3.070 -0.679
C -0.687 -3.183 0.182
C -0.817 -4.425 1.169
H 0.167 -5.021 0.929
H -1.699 -5.156 0.864
H -0.823 -4.045 2.082
H -2.705 -3.789 -0.672
H -2.443 -1.928 -2.467
C -0.402 -0.354 -2.833
O -0.079 -0.710 -4.266
N -0.087 1.064 -2.611
C -0.239 1.705 -1.102
C -1.604 2.199 -1.298
C -1.747 3.282 -2.146
C -2.623 4.436 -2.141
C -2.611 5.257 -3.272
C -1.712 5.216 -4.314
C -1.009 4.118 -4.451
C -0.838 3.272 -3.314
C 0.107 2.076 -3.487
H 1.038 2.306 -3.652
H 0.104 1.590 -4.607
H -0.601 3.976 -5.205
H -1.920 5.881 -5.109
H -3.386 5.978 -3.052
H -3.332 4.582 -1.235
H -2.593 1.403 -1.142
H -1.712 2.752 -0.085
H 0.567 2.326 -0.855
H -0.154 0.646 -0.464
H 1.533 -0.858 -1.059
H 1.396 -3.692 3.002
H 2.550 -3.177 4.868
H 3.335 -1.773 6.464
H 2.727 0.528 6.318
H 1.567 1.367 4.160
H 0.244 0.858 2.281
H 1.372 0.050 1.133
H -0.225 -0.724 1.940

Results
- ΔE to the lowest compared entry with this formula, charge and spin: 19.418 eV
- SMILES: Cc1ccccc1NS(=O)(=O)c1cc(C(=O)N2CCc3ccccc3C2)ccc1C
- Gap between HOMO and LUMO: 0.2920 Eh